Computed, not measured: a cluster of 9 separate species, C37H60F2NO27PS in total, with ωB97M-V with the def2-TZVPD basis set.

Its total energy is -121674.4436 eV. The HOMO energy comes out at -0.357 hartree. As for the structure (SMILES): C[C@H](F)P(C[C@H](O)CN)S(=O)(=O)F.C[C@@H]1COC(=O)O1.C[C@@H]1COC(=O)O1.C[C@@H]1COC(=O)O1.C[C@@H]1COC(=O)O1.C[C@@H]1COC(=O)O1.C[C@@H]1COC(=O)O1.C[C@@H]1COC(=O)O1.C[C@@H]1COC(=O)O1.

Each line ends with the Löwdin charge.
CARTESIAN COORDINATES (ANGSTROEM)
C1 0.33652 4.20724 1.59515  -0.0878
C2 -0.01283 3.28194 0.38511  -0.5275
F1 -0.64231 3.95185 -0.67111  -0.0716
P1 -0.99634 1.72359 0.77228  1.0319
C3 -2.28044 2.00296 2.12352  -0.2813
C4 -3.69180 2.32385 1.47512  -0.3922
O1 -3.88959 1.67342 0.22431  -0.1025
C5 -3.99855 3.86249 1.30795  -0.2081
N1 -2.85347 4.75517 1.58728  -0.0022
S1 0.44135 0.29038 1.56304  0.5757
O2 0.65801 -0.82273 0.59843  -0.3658
O3 0.06349 -0.19429 2.90853  -0.3537
F2 1.89630 1.09613 1.68737  -0.2609
H1 -0.36209 4.14355 2.45488  0.0455
H2 0.28424 5.27025 1.23214  0.0916
H3 1.39298 4.06995 1.94104  0.0855
H4 0.96820 2.93079 -0.03597  0.1093
H5 -1.96294 2.71030 2.92189  0.0753
H6 -2.39604 1.00390 2.62806  0.0913
H7 -4.47288 1.90250 2.15825  0.1437
H8 -3.40917 2.14674 -0.48263  0.0163
H9 -4.32667 4.05825 0.25265  0.1259
H10 -4.90084 4.11684 1.93703  0.1149
H11 -2.56634 4.67814 2.56752  0.0590
H12 -3.23334 5.70431 1.52309  0.0816
C6 2.09634 -1.96053 5.08506  -0.0162
C7 2.71221 -1.53724 6.40070  -0.3341
C8 2.17344 -2.28126 7.58909  -0.1104
O4 2.31733 -1.32467 8.64046  0.0733
C9 2.27303 -0.09578 8.06789  -0.5550
O5 2.16322 0.92590 8.66877  0.1546
O6 2.36886 -0.18198 6.71459  0.0887
H13 2.60378 -1.46559 4.25461  0.0824
H14 2.17180 -3.04027 4.94085  0.0910
H15 1.04708 -1.66546 5.02902  0.0813
H16 3.80178 -1.60858 6.34828  0.1404
H17 2.74007 -3.17995 7.80695  0.1083
H18 1.11397 -2.54158 7.49661  0.1425
C10 -0.19723 2.93701 -5.80614  -0.0017
C11 -0.46501 2.30740 -4.45812  -0.3176
C12 -1.04220 0.92247 -4.53905  -0.0924
O7 -1.81399 0.84394 -3.33815  0.0604
C13 -2.17133 2.11029 -3.01540  -0.5351
O8 -2.98333 2.39034 -2.18655  0.1309
O9 -1.49234 3.01728 -3.75282  0.1029
H19 0.31861 3.88916 -5.68160  0.0723
H20 0.42093 2.29074 -6.43078  0.0990
H21 -1.13057 3.15425 -6.33079  0.0805
H22 0.44189 2.32542 -3.84570  0.1637
H23 -0.27374 0.15021 -4.55543  0.1440
H24 -1.70941 0.77863 -5.39388  0.1405
C14 1.08480 8.04194 -4.96564  -0.0144
C15 2.04169 7.39530 -5.94330  -0.3342
C16 1.77258 7.74976 -7.37955  -0.0983
O10 2.24158 6.59272 -8.07442  0.0700
C17 2.13652 5.54677 -7.21790  -0.5560
O11 2.24665 4.40369 -7.52875  0.1559
O12 1.88140 5.97272 -5.95257  0.0731
H25 1.39654 7.83560 -3.93992  0.0862
H26 1.04891 9.12377 -5.10367  0.0923
H27 0.07769 7.63358 -5.07574  0.0880
H28 3.07658 7.61900 -5.66511  0.1586
H29 2.31708 8.63817 -7.69863  0.1406
H30 0.71014 7.88440 -7.60169  0.1425
C18 7.48436 -3.11486 3.91722  -0.0173
C19 7.24699 -3.71652 5.28459  -0.3312
C20 6.65417 -5.09764 5.24580  -0.0888
O13 5.91407 -5.14856 6.46768  0.0341
C21 5.57564 -3.87264 6.77607  -0.5505
O14 4.78978 -3.56829 7.61861  0.1497
O15 6.24650 -2.98353 6.00106  0.0914
H31 8.01290 -2.16449 4.00971  0.0886
H32 8.07945 -3.78023 3.28985  0.0930
H33 6.53876 -2.90015 3.41518  0.0939
H34 8.17013 -3.69577 5.87234  0.1616
H35 7.41576 -5.87703 5.22405  0.1447
H36 5.96346 -5.25229 4.41198  0.1434
C22 -2.54472 -1.57603 -0.22362  -0.0244
C23 -2.71495 -2.66354 -1.25815  -0.3224
C24 -3.77936 -2.36523 -2.27650  -0.0938
O16 -4.22700 -3.67249 -2.64230  0.0588
C25 -3.99127 -4.48437 -1.58034  -0.5464
O17 -4.42259 -5.58917 -1.46969  0.1482
O18 -3.20221 -3.87275 -0.66133  0.0967
H37 -1.68968 -1.79795 0.41664  0.0687
H38 -2.38102 -0.60504 -0.69335  0.0609
H39 -3.41804 -1.51431 0.42953  0.0988
H40 -1.75535 -2.88400 -1.73679  0.1630
H41 -3.38887 -1.83426 -3.14420  0.1339
H42 -4.62605 -1.80577 -1.86872  0.1452
C26 -3.83209 3.43895 -8.67044  -0.0197
C27 -4.17168 4.31346 -7.48320  -0.3410
C28 -5.20103 5.36829 -7.78196  -0.1015
O19 -4.85057 6.40582 -6.86671  0.0709
C29 -3.52371 6.28096 -6.61388  -0.5523
O20 -2.86318 7.09595 -6.05379  0.1598
O21 -3.04299 5.10026 -7.08785  0.0736
H43 -3.16633 2.62912 -8.36536  0.0797
H44 -4.72973 2.99975 -9.10856  0.0925
H45 -3.30190 4.00837 -9.43631  0.0950
H46 -4.47066 3.69476 -6.63077  0.1595
H47 -6.21804 5.02164 -7.60026  0.1418
H48 -5.13621 5.76277 -8.80015  0.1421
C30 -6.93549 -6.08334 -3.26177  -0.0145
C31 -7.30936 -5.42474 -4.57137  -0.3344
C32 -8.73689 -5.65645 -4.98355  -0.1077
O22 -8.65957 -5.59620 -6.40810  0.0613
C33 -7.39773 -5.96168 -6.75255  -0.5578
O23 -7.04752 -6.21218 -7.86105  0.1600
O24 -6.58624 -6.00478 -5.66327  0.0895
H49 -5.92808 -5.78949 -2.96535  0.0486
H50 -7.62518 -5.80033 -2.46407  0.0968
H51 -6.92805 -7.17127 -3.35823  0.0983
H52 -7.07355 -4.35593 -4.53691  0.1572
H53 -9.41065 -4.88937 -4.60186  0.1380
H54 -9.11792 -6.64029 -4.69504  0.1397
C34 7.01814 -5.78899 9.04079  -0.0174
C35 8.09588 -6.11488 10.05040  -0.3296
C36 8.20391 -5.11450 11.16807  -0.1004
O25 9.58432 -5.19971 11.52327  0.0670
C37 10.25542 -5.60853 10.41634  -0.5557
O26 11.43772 -5.59284 10.29956  0.1657
O27 9.39496 -6.03856 9.45378  0.0840
H55 6.91774 -6.60268 8.32188  0.0894
H56 6.05228 -5.63624 9.52466  0.1034
H57 7.27611 -4.89752 8.47096  0.0815
H58 7.95794 -7.12982 10.43694  0.1601
H59 7.57082 -5.36889 12.01774  0.1410
H60 7.98536 -4.08904 10.85616  0.1431

---

Computed, not measured: a structure of composition C37H62BKN4O6P2Sb, with ωB97M-V with the def2-TZVPD basis set.

Its total energy is -99735.3298 eV. The charge is -1. The HOMO energy comes out at -0.107 hartree. The calculation puts the energy above the lowest of the compared OMol25 structures with the same formula, charge and spin at 0.6383 eV.

Each line ends with the Löwdin charge.
CARTESIAN COORDINATES (ANGSTROEM)
K1 -0.32764 -0.90560 0.33586  0.4610
C1 4.55727 1.75386 -2.25984  -0.0983
C2 3.18860 1.07432 -2.20880  -0.7113
C3 2.13996 2.03601 -2.79275  -0.1017
C4 3.21339 -0.17380 -3.09594  -0.1136
P1 2.52694 0.58900 -0.52134  1.1059
C5 2.33904 2.27821 0.27220  -0.3204
N1 0.97642 2.74448 0.25918  -0.0674
B1 -0.21651 1.85188 0.08874  -0.4216
N2 -1.27489 2.87156 0.37131  -0.0726
C6 -2.67591 2.56085 0.43193  -0.3281
P2 -3.02648 0.82167 -0.16214  1.1038
C7 -3.47552 1.12070 -1.96832  -0.6986
C8 -4.74525 1.92314 -2.24889  -0.1011
C9 -3.58212 -0.24314 -2.65895  -0.1058
C10 -2.29844 1.87884 -2.60254  -0.1089
C11 -4.64834 0.53496 0.78828  -0.7000
C12 -5.40123 -0.63610 0.15712  -0.1085
C13 -5.61765 1.70952 0.96561  -0.0937
C14 -4.18556 0.08905 2.17992  -0.1242
C15 -0.77539 4.10685 0.67244  -0.2006
C16 -1.39472 5.29241 1.01485  -0.0345
C17 -0.59732 6.40939 1.29581  -0.1351
C18 0.78318 6.32922 1.24390  -0.1348
C19 1.42176 5.12853 0.90519  -0.0353
C20 0.64561 4.02499 0.61237  -0.1995
C21 3.90673 -0.10560 0.55157  -0.7053
C22 4.47992 -1.36438 -0.10427  -0.1064
C23 3.17325 -0.54182 1.82949  -0.1170
C24 5.06910 0.81612 0.93068  -0.0912
H1 4.70885 2.20164 -3.24706  0.0797
H2 5.37099 1.04513 -2.09710  0.0656
H3 4.65643 2.55148 -1.52265  0.0679
H4 2.38829 2.22586 -3.84124  0.0823
H5 2.12256 2.99042 -2.26541  0.0767
H6 1.12870 1.63012 -2.73786  0.0658
H7 3.48632 0.10665 -4.11808  0.0804
H8 2.23112 -0.64938 -3.12901  0.0773
H9 3.93428 -0.91585 -2.75409  0.0561
H10 3.00128 2.99522 -0.23236  0.0784
H11 2.72103 2.20242 1.29876  0.0738
H12 -3.27066 3.29380 -0.13252  0.0879
H13 -3.04655 2.61554 1.46452  0.0659
H14 -5.65347 1.38818 -1.97199  0.0575
H15 -4.80763 2.12900 -3.32257  0.0815
H16 -4.74647 2.88520 -1.73361  0.0708
H17 -4.49084 -0.77837 -2.38647  0.0592
H18 -2.73570 -0.88830 -2.41374  0.0773
H19 -3.59238 -0.09882 -3.74376  0.0800
H20 -2.20127 2.88699 -2.19666  0.0792
H21 -2.47532 1.95182 -3.68019  0.0810
H22 -1.34324 1.38515 -2.42205  0.0486
H23 -5.90706 -0.34648 -0.76434  0.0586
H24 -6.16887 -0.99550 0.84972  0.0817
H25 -4.73985 -1.47528 -0.07010  0.0819
H26 -6.04570 2.04917 0.02466  0.0567
H27 -5.14717 2.56805 1.44585  0.0697
H28 -6.44813 1.40286 1.61042  0.0797
H29 -3.57878 -0.81802 2.13357  0.0755
H30 -5.05675 -0.11734 2.81038  0.0867
H31 -3.59473 0.86003 2.67315  0.0455
H32 -2.47498 5.35344 1.07531  0.0953
H33 -1.07075 7.34499 1.56814  0.0842
H34 1.38192 7.20118 1.47583  0.0839
H35 2.50342 5.06550 0.88297  0.0943
H36 3.69863 -2.02219 -0.49039  0.0780
H37 5.05953 -1.92954 0.63075  0.0837
H38 5.15074 -1.11440 -0.92935  0.0637
H39 2.43003 -1.33099 1.67134  0.0634
H40 2.65336 0.29004 2.30976  0.0432
H41 3.90720 -0.92432 2.54692  0.0895
H42 5.70731 1.03524 0.07643  0.0585
H43 5.69035 0.33547 1.69243  0.0803
H44 4.72888 1.76436 1.34834  0.0692
C25 -0.89131 -2.45331 6.03490  -0.2037
C26 -0.89448 -2.28280 4.52694  -0.4385
Sb1 -0.41038 -0.30475 3.78900  1.4405
C27 1.28221 0.00984 5.07613  -0.4517
C28 1.86891 1.41089 4.95268  -0.1956
C29 -1.85488 0.74024 4.98098  -0.4578
C30 -1.91113 2.21659 4.60321  -0.2008
H45 -1.20345 -3.45723 6.33481  0.0615
H46 -1.56161 -1.74770 6.53206  0.0531
H47 0.10245 -2.29402 6.45906  0.0529
H48 -1.87644 -2.51658 4.10761  0.0437
H49 -0.19649 -2.96100 4.03484  0.0325
H50 2.01904 -0.75178 4.81119  0.0445
H51 0.97134 -0.18837 6.10368  0.0386
H52 2.19694 1.62631 3.93438  0.0417
H53 2.73098 1.55480 5.60967  0.0650
H54 1.13934 2.18066 5.21041  0.0479
H55 -1.61708 0.60098 6.03824  0.0429
H56 -2.81497 0.24741 4.81166  0.0353
H57 -0.97336 2.72818 4.82739  0.0498
H58 -2.70694 2.75809 5.12156  0.0668
H59 -2.06654 2.35232 3.53094  0.0357
O1 -1.31244 -3.09540 -0.06628  -0.1068
C31 -0.35710 -3.51225 0.61267  -0.6944
O2 0.37356 -2.92864 1.44517  -0.1648
C32 0.00677 -4.99695 0.40340  -0.0705
C33 -0.86866 -5.87092 -0.22766  0.0725
C34 -0.48114 -7.18678 -0.37547  -0.1061
C35 0.72775 -7.70662 0.03895  0.0659
C36 1.55854 -6.78708 0.64992  -0.1046
C37 1.24172 -5.46201 0.85815  0.0743
N3 2.90350 -7.28721 1.12697  -0.3493
O3 3.66268 -6.47765 1.61120  0.0806
O4 3.14329 -8.46745 0.97052  0.0663
N4 -1.44018 -8.14424 -1.04774  -0.3489
O5 -2.52142 -7.71003 -1.37976  0.0795
O6 -1.08450 -9.29855 -1.17071  0.0657
H60 -1.81263 -5.49202 -0.58912  0.1311
H61 0.99360 -8.73973 -0.10319  0.1259
H62 1.90022 -4.77338 1.36342  0.1284

---

Computed, not measured: a structure of composition C37H62BrN12O2Ti, with ωB97M-V with the def2-TZVPD basis set.

Its total energy is -154485.1395 eV. The charge is +3. The HOMO energy comes out at -0.546 hartree. The calculation puts the energy above the lowest of the compared OMol25 structures with the same formula, charge and spin at 2.8092 eV.

Each line ends with the Löwdin charge.
CARTESIAN COORDINATES (ANGSTROEM)
Ti1 0.41548 -0.40931 -0.06516  1.1476
C1 -2.55402 2.91019 0.47354  -0.0667
N1 -1.77582 2.33519 -0.62356  -0.1473
C2 -1.49322 3.39309 -1.59776  -0.0529
C3 -2.25832 1.18509 -1.29616  -0.3550
N2 -1.57232 0.07919 -1.14966  0.0512
C4 -2.16582 -1.07171 -1.84046  -0.1856
C5 -1.58782 -2.41271 -1.40196  -0.1913
N3 -0.15422 -2.28761 -1.09736  -0.2591
C6 0.59918 -2.28741 -2.37166  -0.1204
C7 1.73908 -1.27051 -2.36766  -0.1797
N4 1.30158 0.05739 -1.91086  -0.0168
C8 1.49428 1.06019 -2.78556  -0.3306
N5 1.58978 2.34139 -2.39436  -0.0913
C9 1.52008 3.43419 -3.35176  -0.0237
C10 1.69378 2.73159 -1.00356  -0.0251
N6 1.67368 0.82259 -4.12386  -0.1832
C11 2.82908 1.32479 -4.85006  -0.0284
C12 0.73078 0.08559 -4.94356  -0.0242
C13 0.22578 -3.44111 -0.26796  -0.1643
C14 1.55418 -3.22571 0.46324  -0.1618
N7 1.93078 -1.80921 0.56744  0.0017
C15 3.14548 -1.64921 1.11614  -0.3541
N8 3.77788 -2.64541 1.78594  -0.1313
C16 5.17978 -2.92541 1.52734  -0.0146
C17 3.23768 -3.44651 2.86534  -0.0270
N9 3.85088 -0.49081 0.98314  -0.1197
C18 4.13608 0.11949 -0.30036  -0.0207
C19 4.77168 -0.07831 2.02944  -0.0225
N10 -3.34102 1.29479 -2.11466  -0.1408
C20 -3.33482 0.95979 -3.53006  -0.0331
C21 -4.52642 2.05049 -1.73996  -0.0178
H1 -3.28042 3.64779 0.11804  0.0979
H2 -1.86032 3.41509 1.14564  0.0863
H3 -3.07972 2.13269 1.01874  0.0663
H4 -0.91852 4.16179 -1.08476  0.1037
H5 -2.39462 3.86619 -1.99936  0.0970
H6 -0.90932 2.98489 -2.41836  0.0760
H7 -2.01472 -0.96531 -2.91766  0.0934
H8 -3.24962 -1.08781 -1.66146  0.1377
H9 -1.75542 -3.16061 -2.19036  0.1547
H10 -2.11842 -2.77171 -0.52236  0.0605
H11 -0.08332 -2.04821 -3.18936  0.1148
H12 1.00768 -3.28591 -2.57276  0.1510
H13 2.17058 -1.22311 -3.37136  0.1294
H14 2.52958 -1.62831 -1.69596  0.1026
H15 2.51488 3.75439 -3.66416  0.1079
H16 1.02228 4.28359 -2.88836  0.0976
H17 0.95448 3.14149 -4.23366  0.1043
H18 2.46228 2.14139 -0.50936  0.0670
H19 0.73938 2.58199 -0.48416  0.0705
H20 1.97928 3.78039 -0.96106  0.1176
H21 3.55838 1.73989 -4.16086  0.1024
H22 2.55718 2.07009 -5.59906  0.1029
H23 3.30088 0.48999 -5.37206  0.1075
H24 -0.14942 -0.17751 -4.36016  0.0712
H25 1.16928 -0.81911 -5.37206  0.1057
H26 0.42028 0.72039 -5.77926  0.1113
H27 0.27688 -4.35621 -0.87756  0.1502
H28 -0.55472 -3.60031 0.48064  0.0848
H29 2.36878 -3.76691 -0.03946  0.1446
H30 1.43308 -3.67731 1.45334  0.1056
H31 5.52738 -2.39551 0.64724  0.0984
H32 5.26508 -3.99551 1.33404  0.1133
H33 5.82058 -2.68851 2.37524  0.1053
H34 2.31688 -3.01501 3.24284  0.0685
H35 3.96128 -3.44351 3.68194  0.1163
H36 3.08888 -4.48741 2.57204  0.1089
H37 4.84778 -0.48881 -0.87076  0.1119
H38 4.59728 1.09019 -0.12706  0.1068
H39 3.22538 0.24259 -0.87916  0.0404
H40 4.50568 -0.54121 2.97294  0.1045
H41 4.68348 1.00209 2.14684  0.1016
H42 5.81138 -0.31141 1.79654  0.1048
H43 -2.31982 0.84179 -3.90066  0.0792
H44 -3.78002 1.79709 -4.06876  0.1103
H45 -3.92242 0.06829 -3.75146  0.1055
H46 -4.68952 2.01939 -0.66636  0.0874
H47 -5.38132 1.56769 -2.21766  0.1119
H48 -4.49432 3.09079 -2.07546  0.0992
O1 2.95868 2.87739 4.14214  0.0935
C22 2.51388 1.60779 4.27124  -0.2738
C23 2.71158 1.03149 5.52784  0.0216
C24 2.30398 -0.25621 5.79304  -0.0364
C25 1.68858 -1.01101 4.80224  -0.0738
C26 1.45998 -0.44331 3.56494  -0.0689
C27 1.86948 0.85979 3.27854  -0.1198
C28 1.35458 1.51739 2.00714  -0.3124
O2 1.19388 0.68579 0.93544  -0.2582
N11 0.00208 2.03549 2.31754  0.0415
N12 -0.87682 1.02869 2.23094  -0.0694
C29 -1.99912 0.97609 2.83774  -0.2037
C30 -2.87222 -0.10921 2.46744  -0.5127
Br1 -1.77902 -1.55161 1.78814  1.0044
C31 -4.21842 -0.06731 2.50084  -0.0509
C32 -5.26922 -0.85451 1.90444  -0.2216
C33 -5.06002 -1.85651 0.94604  -0.0554
C34 -6.12682 -2.45941 0.31234  -0.0630
C35 -7.42742 -2.09581 0.63274  -0.0430
C36 -7.65832 -1.12001 1.59134  -0.0434
C37 -6.59472 -0.49891 2.21634  -0.0125
H49 2.88038 3.26269 3.26394  0.1036
H50 3.15918 1.65079 6.28714  0.1351
H51 2.46058 -0.66711 6.77644  0.1225
H52 1.34848 -2.01181 5.01894  0.1109
H53 0.94108 -0.98951 2.78114  0.0595
H54 1.97198 2.38949 1.72154  0.1526
H55 -0.04082 2.63499 3.14484  0.1686
H56 -2.35952 1.73579 3.52744  0.1537
H57 -4.60522 0.79279 3.04354  0.1362
H58 -4.05622 -2.15931 0.69684  0.0350
H59 -5.95902 -3.21911 -0.43716  0.1111
H60 -8.25622 -2.56721 0.12704  0.1192
H61 -8.67312 -0.84681 1.83704  0.1204
H62 -6.77902 0.26719 2.95584  0.1213

---

We obtain LUMO values of -0.19, 1.36, -9.25 eV for the records listed above, in that order.